No. 1
{
  "formula": "C24H24BN2O5",
  "method": "wB97M-V/def2-TZVPD",
  "de_lowest_ev": 7.860,
  "e_lumo_ev": -4.061,
  "homo_energy_ev": -7.68,
  "charge": 1,
  "symbols": ["C", "C", "C", "C", "C", "B", "N", "C", "C", "C", "O", "O", "C", "C", "O", "O", "O", "H", "H", "H", "H", "H", "H", "H", "H", "H", "H", "H", "H", "C", "C", "N", "C", "C", "C", "C", "C", "C", "C", "C", "C", "C", "C", "C", "H", "H", "H", "H", "H", "H", "H", "H", "H", "H", "H", "H"],
  "positions_angstrom": [[-3.9107, 0.6044, 3.4156], [-2.6899, 0.2047, 4.1191], [-2.4466, -0.9380, 4.8964], [-1.1278, -0.8572, 5.3048], [-0.4991, 0.4066, 4.8084], [-0.1518, 0.1017, -0.1736], [-0.9226, -0.4512, -1.3423], [-2.2870, -0.7668, -0.7628], [-0.8613, 0.8527, -2.0401], [-0.7648, 1.9577, -0.9215], [-0.8274, 3.1514, -0.9546], [-0.5748, 1.3297, 0.2948], [0.0878, -1.6346, -1.4845], [0.1638, -2.1115, -0.0845], [0.0797, -3.1614, 0.4797], [0.2577, -0.8676, 0.7022], [-1.6209, 1.0113, 4.0604], [-4.5194, -0.2905, 3.2657], [-4.4822, 1.2897, 4.0612], [-3.7692, 1.0876, 2.4351], [-3.1500, -1.7648, 5.0978], [-0.5643, -1.5997, 5.8906], [-3.0374, -0.9977, -1.5213], [-2.2528, -1.6020, -0.0347], [-2.6230, 0.1063, -0.2046], [0.0452, 0.8665, -2.6688], [-1.7431, 1.0690, -2.6842], [-0.1306, -2.4173, -2.2315], [1.0648, -1.0978, -1.7583], [1.0615, -1.1050, 3.6720], [0.6018, 0.3041, 3.9286], [1.0039, 1.3551, 3.1406], [1.1161, 2.5620, 3.8857], [1.1448, 2.5662, 5.2625], [1.7486, 3.6164, 5.9065], [2.3591, 4.6366, 5.1661], [2.3694, 4.6284, 3.7516], [1.7544, 3.5541, 3.1093], [1.9635, 3.0090, 1.8069], [1.7042, 1.6105, 1.8723], [2.3309, 0.8560, 0.8436], [2.8562, 1.5078, -0.3069], [3.0111, 2.8904, -0.3624], [2.6451, 3.6385, 0.7514], [1.7365, -1.4501, 4.4960], [0.1189, -1.7082, 3.5378], [1.5848, -1.3095, 2.7382], [-0.4461, 1.0517, 5.6953], [0.8279, 1.7026, 5.8602], [1.6779, 3.5226, 6.9925], [2.8347, 5.4332, 5.7308], [2.8548, 5.3996, 3.1346], [2.4921, -0.2155, 0.9446], [3.1672, 0.9024, -1.1746], [3.3994, 3.3768, -1.2653], [2.8782, 4.6929, 0.8459]],
  "forces_ev_per_angstrom": [[-0.8, -0.2, -0.4], [1.5, 1.1, 0.2], [0.7, -0.1, 0.6], [0.3, -0.7, -0.6], [-2.4, -0.5, 2.2], [-0.6, -0.2, 5.7], [0.7, -0.4, 0.8], [-0.6, -0.5, 0.2], [-0.3, 1.2, -2.1], [-0.3, 2.3, 1.0], [-0.2, -1.8, -1.2], [0.5, -0.9, -2.1], [0.4, 0.7, -2.6], [0.0, 0.1, 3.8], [0.4, 1.5, -1.7], [-0.4, -1.8, -2.1], [-2.4, -0.6, -0.5], [-0.2, 0.1, 0.0], [0.1, -0.1, -0.3], [0.3, -0.1, 0.5], [0.5, 0.7, -0.2], [-0.5, 0.4, -0.5], [0.5, 0.0, -0.2], [0.3, 0.4, -0.6], [0.1, 0.0, -0.1], [-0.3, 0.2, 0.2], [0.6, -0.4, 0.4], [-0.3, 0.6, 0.3], [-1.1, -1.0, 0.3], [-0.7, -1.0, -0.5], [1.6, -2.9, -1.7], [1.6, 2.2, -0.8], [1.5, -0.5, -1.5], [-0.1, -0.5, 0.8], [-0.3, 0.1, -0.1], [0.0, 0.5, -0.3], [-0.4, 0.1, 0.7], [-0.8, 0.2, 1.4], [1.0, 0.2, -0.4], [-0.2, 0.0, 0.8], [-0.4, -0.3, 0.0], [-0.3, -0.5, 0.3], [-0.4, 0.4, -0.3], [-0.5, -0.7, 0.2], [-0.6, -0.1, -0.5], [1.5, -0.1, 0.4], [0.2, 0.5, 0.1], [-0.6, 0.6, -0.2], [0.8, 1.1, -0.4], [0.6, 0.7, -0.3], [0.0, 0.0, -0.3], [0.0, -0.3, 0.7], [-0.2, 0.3, -0.1], [0.2, 0.2, 0.7], [0.0, -0.3, 0.5], [-0.1, -0.1, -0.2]]
}

No. 2
{
  "formula": "C24H24ClMnN4O7P",
  "method": "wB97M-V/def2-TZVPD",
  "de_lowest_ev": 0.637,
  "e_lumo_ev": [-0.463, -0.444],
  "spin_multiplicity": 2,
  "homo_energy_ev": [-8.75, -8.49],
  "charge": 0,
  "symbols": ["Mn", "N", "C", "C", "O", "O", "H", "H", "H", "H", "O", "N", "C", "C", "C", "C", "C", "C", "C", "P", "C", "C", "C", "C", "C", "C", "C", "C", "C", "C", "C", "C", "H", "H", "H", "H", "H", "H", "H", "H", "H", "H", "H", "H", "H", "H", "H", "H", "O", "Cl", "O", "O", "O", "N", "C", "C", "C", "N", "H", "H", "H", "H"],
  "positions_angstrom": [[0.2968, 0.0292, 0.1975], [-0.2429, -0.3031, 2.2001], [0.4120, 0.6437, 3.1260], [0.8371, 1.9079, 2.3627], [0.9981, 2.9385, 2.9774], [1.0687, 1.7073, 1.0982], [-1.2487, -0.1447, 2.2506], [-0.0988, -1.2702, 2.4709], [1.3200, 0.1926, 3.5291], [-0.2322, 0.9147, 3.9590], [3.0935, -0.0016, 0.9921], [2.4194, -0.1098, -0.2156], [3.2191, -0.3869, -1.1590], [2.9110, -0.4485, -2.5923], [4.0036, -0.7457, -3.4140], [3.8968, -0.7233, -4.7910], [2.6838, -0.3798, -5.3730], [1.5969, -0.0888, -4.5678], [1.6839, -0.1284, -3.1796], [0.1607, 0.1811, -2.1983], [-0.8992, -1.1468, -2.8821], [-0.3389, -2.3700, -3.2529], [-1.1470, -3.4272, -3.6435], [-2.5274, -3.2770, -3.6669], [-3.0928, -2.0650, -3.2950], [-2.2857, -1.0060, -2.9007], [-0.4537, 1.7380, -2.9022], [-0.0922, 2.8906, -2.2051], [-0.4635, 4.1381, -2.6830], [-1.2125, 4.2398, -3.8461], [-1.5894, 3.0939, -4.5343], [-1.2102, 1.8446, -4.0666], [2.5701, 0.7206, 1.4033], [4.2684, -0.4996, -0.8904], [4.9551, -0.9820, -2.9524], [4.7563, -0.9559, -5.4052], [2.5829, -0.3398, -6.4497], [0.6534, 0.1697, -5.0317], [0.7358, -2.5072, -3.2353], [-0.6946, -4.3683, -3.9304], [-3.1603, -4.0994, -3.9759], [-4.1679, -1.9384, -3.3048], [-2.7452, -0.0759, -2.5911], [0.4542, 2.8067, -1.2707], [-0.1846, 5.0273, -2.1333], [-1.5152, 5.2131, -4.2107], [-2.1861, 3.1714, -5.4341], [-1.5187, 0.9563, -4.6042], [-3.6833, 1.2067, -0.7417], [-2.7446, 0.7978, 0.2493], [-3.2567, 0.9381, 1.5777], [-2.3762, -0.6037, 0.0377], [-1.5032, 1.5531, 0.1187], [-0.8676, -2.7960, -0.1449], [-0.6454, -4.1162, -0.2138], [0.7161, -4.3013, -0.1077], [1.2412, -3.0069, 0.0096], [0.2716, -2.1017, -0.0215], [-1.7357, -2.2813, -0.2402], [-1.4594, -4.8102, -0.3347], [1.2556, -5.2316, -0.1109], [2.2666, -2.6989, 0.1303]],
  "forces_ev_per_angstrom": [[0.5, 0.2, -0.4], [0.1, 0.0, 0.2], [-0.1, 0.0, -0.2], [-0.2, 0.0, 0.1], [0.1, 0.1, -0.1], [-0.1, 0.0, -0.1], [0.0, 0.0, -0.1], [0.1, 0.1, 0.1], [0.0, 0.0, 0.0], [0.0, 0.0, 0.0], [0.1, 0.0, 0.1], [-0.3, -0.3, 0.4], [0.1, 0.1, -0.2], [0.0, 0.0, 0.0], [0.0, 0.0, 0.0], [0.0, 0.0, 0.0], [0.1, 0.0, 0.0], [0.0, 0.0, -0.1], [-0.1, 0.0, 0.1], [0.0, 0.1, -0.1], [0.0, 0.0, 0.0], [0.0, 0.0, 0.0], [0.0, 0.0, 0.0], [0.0, 0.0, 0.0], [0.0, 0.0, 0.0], [0.0, 0.0, 0.0], [0.0, 0.0, 0.1], [0.0, 0.0, 0.0], [0.0, 0.0, 0.0], [0.0, 0.0, 0.0], [0.0, 0.0, 0.0], [0.0, 0.0, 0.0], [0.0, 0.0, 0.0], [0.0, 0.0, 0.0], [0.0, 0.0, 0.0], [0.0, 0.0, 0.0], [0.0, 0.0, 0.0], [0.0, 0.0, 0.0], [0.0, 0.0, 0.0], [0.0, 0.0, 0.0], [0.0, 0.0, 0.0], [0.0, 0.0, 0.0], [0.0, 0.0, 0.0], [0.0, 0.0, 0.0], [0.0, 0.0, 0.0], [0.0, 0.0, 0.0], [0.0, 0.0, 0.0], [0.0, 0.0, 0.0], [0.0, 0.0, 0.1], [-0.1, 0.0, 0.1], [0.0, 0.0, -0.1], [-0.1, 0.0, 0.0], [0.0, -0.2, 0.1], [0.0, -0.2, 0.0], [0.0, 0.1, 0.0], [0.0, 0.0, 0.0], [0.1, -0.1, 0.0], [-0.3, 0.2, -0.1], [0.0, 0.0, 0.0], [0.0, 0.0, 0.0], [0.0, 0.0, 0.0], [0.0, 0.0, 0.0]]
}